1.
{"formula": "C8H6NO2", "method": "ωB97M-V with the def2-TZVPD basis set", "max_force_ev_per_a": 3.70, "homo_lumo_gap_ha": 0.2618, "charge": -1, "energy_ha": -513.50551, "lumo_ev": 2.230, "species": ["C", "C", "C", "C", "C", "C", "C", "C", "N", "O", "O", "H", "H", "H", "H", "H", "H"], "positions_angstrom": [[-0.644, -2.929, -0.495], [-0.503, -1.986, 0.244], [1.840, -0.098, -0.348], [1.363, -0.198, 0.920], [0.971, 0.383, -1.354], [-2.151, 1.462, 0.231], [0.225, 0.758, 1.050], [-0.814, 0.611, -0.029], [-0.409, 0.511, -1.274], [-3.152, 1.148, -0.390], [-1.756, 2.436, 0.846], [-0.784, -3.781, -1.026], [2.723, -0.590, -0.707], [1.740, -0.706, 1.850], [1.101, 0.402, -2.478], [-0.317, 0.753, 2.027], [0.568, 1.823, 0.935]], "nbo_charge": [-0.539, -0.262, -0.367, 0.026, 0.125, 0.738, -0.600, 0.388, -0.478, -0.691, -0.722, 0.188, 0.220, 0.237, 0.209, 0.252, 0.275]}



2.
{"formula": "C7H11N", "method": "ωB97M-V with the def2-TZVPD basis set", "max_force_ev_per_a": 5.84, "homo_lumo_gap_ha": 0.3355, "charge": 0, "energy_ha": -327.87373, "lumo_ev": 0.964, "species": ["C", "C", "C", "C", "C", "C", "C", "H", "H", "H", "H", "H", "H", "H", "H", "H", "H", "H", "N"], "positions_angstrom": [[-0.722, -0.237, -1.380], [-1.161, 0.542, -0.137], [0.175, 1.217, 0.588], [1.155, 0.151, 0.857], [1.049, -1.225, 0.391], [0.614, -0.965, -1.022], [1.826, -0.196, -0.599], [-1.656, -0.972, -1.313], [-0.601, 0.347, -2.239], [-1.926, 1.254, -0.511], [0.000, 1.646, 1.513], [0.485, 1.998, -0.121], [1.896, 0.328, 1.709], [-1.405, -0.527, 1.745], [1.442, -2.145, 0.809], [0.924, -1.792, -1.542], [2.872, -0.147, -1.042], [-2.849, 0.831, 1.387], [-2.120, -0.107, 0.906]], "nbo_charge": [-0.440, -0.022, -0.432, -0.210, -0.222, -0.231, -0.264, 0.234, 0.220, 0.194, 0.201, 0.214, 0.218, 0.356, 0.238, 0.207, 0.239, 0.365, -0.864]}



3.
{"formula": "C4H7NO", "method": "ωB97M-V with the def2-TZVPD basis set", "max_force_ev_per_a": 3.68, "homo_lumo_gap_ha": 0.4105, "charge": 0, "smiles": "CC[C@@H](O)C#N", "energy_ha": -286.52167, "lumo_ev": 0.686, "species": ["C", "C", "C", "O", "C", "N", "H", "H", "H", "H", "H", "H", "H"], "positions_angstrom": [[1.695, 0.513, -0.310], [0.484, 0.250, 0.617], [-0.695, -0.587, 0.051], [-1.858, -0.817, 1.147], [-1.255, 0.023, -1.165], [-1.792, 0.501, -2.076], [2.469, 1.077, 0.233], [2.156, -0.417, -0.655], [1.432, 1.109, -1.191], [0.084, 1.225, 0.933], [0.832, -0.268, 1.512], [-0.878, -1.636, 0.269], [-2.673, -0.973, 0.635]], "nbo_charge": [-0.610, -0.417, -0.067, -0.735, 0.232, -0.292, 0.224, 0.211, 0.218, 0.223, 0.223, 0.316, 0.474]}



4.
{"formula": "C47H48Br2N6O4Sn", "method": "ωB97M-V with the def2-TZVPD basis set", "max_force_ev_per_a": 0.78, "homo_lumo_gap_ha": 0.2248, "charge": 0, "energy_ha": -7811.67954, "lumo_ev": -0.177, "species": ["Sn", "C", "O", "C", "C", "C", "C", "C", "C", "N", "N", "C", "C", "O", "C", "C", "C", "C", "C", "C", "C", "C", "H", "H", "H", "H", "H", "H", "H", "H", "H", "H", "H", "H", "H", "Br", "C", "C", "C", "N", "C", "C", "C", "C", "C", "Br", "C", "C", "N", "H", "H", "H", "H", "H", "H", "N", "C", "C", "O", "O", "H", "H", "H", "H", "H", "C", "C", "C", "C", "C", "C", "C", "C", "N", "C", "C", "C", "C", "C", "C", "C", "C", "C", "C", "H", "H", "H", "H", "H", "H", "H", "H", "H", "H", "H", "H", "H", "H", "H", "H", "H", "H", "H", "H", "H", "H", "H", "H"], "positions_angstrom": [[0.154, 0.268, 0.325], [1.346, -2.288, 3.026], [1.637, -1.085, 2.315], [2.942, -0.706, 2.190], [4.012, -1.572, 2.339], [5.311, -1.092, 2.202], [5.538, 0.248, 1.929], [4.463, 1.115, 1.788], [3.162, 0.650, 1.905], [2.009, 1.448, 1.726], [2.144, 2.639, 2.080], [1.075, 3.486, 1.999], [-0.281, 3.061, 1.875], [-0.669, 1.846, 1.738], [-1.303, 4.075, 1.981], [-1.007, 5.387, 2.102], [0.346, 5.845, 2.197], [0.650, 7.216, 2.292], [1.948, 7.645, 2.398], [2.984, 6.699, 2.435], [2.711, 5.356, 2.335], [1.384, 4.892, 2.192], [1.851, -2.284, 3.994], [0.267, -2.311, 3.160], [1.648, -3.167, 2.455], [3.843, -2.616, 2.568], [6.141, -1.778, 2.313], [6.550, 0.623, 1.835], [4.614, 2.166, 1.576], [-2.327, 3.725, 1.921], [-1.804, 6.124, 2.143], [-0.164, 7.933, 2.278], [2.174, 8.704, 2.453], [4.010, 7.032, 2.549], [3.509, 4.626, 2.369], [-5.460, 1.795, -4.065], [-4.077, 1.569, -2.799], [-4.137, 0.536, -1.888], [-3.068, 0.396, -1.018], [-2.005, 1.205, -1.023], [-1.976, 2.221, -1.887], [-2.999, 2.434, -2.805], [-0.776, 3.099, -1.888], [-0.859, 4.430, -2.278], [0.307, 5.171, -2.311], [0.243, 6.983, -2.831], [1.510, 4.588, -1.966], [1.479, 3.261, -1.563], [0.368, 2.534, -1.513], [-4.976, -0.145, -1.857], [-3.055, -0.397, -0.275], [-2.941, 3.236, -3.527], [-1.808, 4.881, -2.538], [2.432, 5.151, -1.980], [2.389, 2.753, -1.259], [4.068, -1.488, -4.400], [4.052, -1.057, -3.001], [2.751, -0.335, -2.643], [1.869, -0.249, -3.631], [2.546, 0.108, -1.540], [4.762, -1.000, -4.947], [2.292, -0.712, -4.386], [4.239, -2.479, -4.493], [4.869, -0.381, -2.754], [4.127, -1.905, -2.323], [-3.479, 0.423, 3.989], [-3.401, -0.747, 3.038], [-4.412, -1.709, 2.996], [-4.310, -2.763, 2.097], [-5.378, -3.830, 2.049], [-3.224, -2.855, 1.229], [-2.181, -1.894, 1.214], [-2.323, -0.858, 2.182], [-1.092, -1.844, 0.391], [-0.829, -2.858, -0.620], [-0.586, -4.271, -0.044], [-0.221, -5.264, -1.154], [1.082, -4.821, -1.827], [0.879, -3.426, -2.426], [-0.224, -3.487, -3.488], [-1.531, -3.922, -2.819], [-1.349, -5.311, -2.192], [-1.909, -2.914, -1.726], [0.473, -2.443, -1.325], [-4.200, 0.240, 4.787], [-3.786, 1.327, 3.457], [-2.504, 0.628, 4.435], [-5.265, -1.639, 3.663], [-6.163, -3.636, 2.781], [-4.953, -4.815, 2.258], [-5.840, -3.877, 1.059], [-3.215, -3.699, 0.553], [-1.540, -0.107, 2.268], [-1.463, -4.635, 0.493], [0.225, -4.207, 0.686], [-0.087, -6.260, -0.721], [1.366, -5.531, -2.612], [1.892, -4.802, -1.089], [1.815, -3.090, -2.892], [0.053, -4.197, -4.275], [-0.352, -2.503, -3.952], [-2.329, -3.960, -3.566], [-1.111, -6.044, -2.971], [-2.281, -5.626, -1.713], [-2.884, -3.169, -1.309], [-1.996, -1.908, -2.154], [0.320, -1.452, -1.768], [1.274, -2.357, -0.577]], "mulliken_charge": [3.321, -1.127, -0.089, 0.144, -0.661, -0.785, -0.902, -0.368, 0.449, 1.251, -1.013, -0.349, 0.291, -0.330, -0.734, -0.986, 0.927, -1.004, -0.565, -0.698, -0.679, 1.119, 0.525, 0.039, 0.325, 0.436, 0.434, 0.400, 0.371, 0.477, 0.369, 0.393, 0.399, 0.403, 0.409, -0.171, -0.349, -0.966, -0.687, 0.505, 0.259, -0.865, 0.625, -1.075, -0.220, -0.167, -0.916, -0.408, 0.226, 0.566, 0.596, 0.557, 0.560, 0.473, 0.559, -0.578, -0.558, 0.367, -0.408, -0.249, 0.189, 0.480, 0.201, 0.466, 0.285, -1.611, -0.072, -0.771, -0.093, -1.757, -0.619, -0.808, 0.791, 0.097, 1.637, -0.807, 0.259, -1.476, 1.019, -1.672, 0.321, -1.363, -1.376, -2.068, 0.431, 0.227, 0.334, 0.325, 0.395, 0.329, 0.322, 0.777, 0.302, 0.717, -0.038, 0.298, 0.560, 0.430, -0.032, 0.545, 0.425, 0.315, 0.541, 0.550, 0.771, 0.109, 0.239, 0.006]}